Model 1:
15
Properties=species:S:1:pos:R:3 method="wB97M-V/def2-TZVPD" orbital_gap_ev=9.8 multiplicity=1
C 0.30077 -0.70868 0.90124
C -0.04037 -1.38134 -0.38488
C 0.01556 0.84451 0.47297
N 0.25955 -0.43456 -1.40785
C 0.89696 1.84345 0.67962
N -0.85926 -2.33505 -0.46321
C -1.37859 1.14318 0.44282
N -2.49322 1.41924 0.41860
H -0.25473 -0.47637 -2.27620
H 1.15502 0.02599 -1.49160
H -1.17633 -2.55333 -1.40735
H 1.37211 -0.76247 1.09325
H -0.31133 -1.10722 1.70837
H 1.94551 1.63381 0.82644
H 0.56836 2.84884 0.88778


Model 2:
15
Properties=species:S:1:pos:R:3 method="wB97M-V/def2-TZVPD" orbital_gap_ev=9.2 multiplicity=1
C -1.18535 0.43936 -1.64933
C -0.32562 -1.08916 1.27071
C 1.01578 -0.58930 0.91424
C 1.26042 0.90995 0.79784
C 0.90428 0.06356 -0.38533
H -2.72139 -0.18673 -0.93627
H -0.56872 1.04646 -2.33591
H -0.57345 -1.79603 2.09077
H 1.92329 -1.08873 1.28184
H 2.29837 1.16934 0.97505
H 0.51879 1.69699 1.17637
H 1.61238 -0.05610 -1.23190
N -2.45322 0.37822 -1.74246
N -0.50964 -0.08396 -0.59372
N -1.19592 -0.81387 0.36811


Model 3:
15
Properties=species:S:1:pos:R:3 method="wB97M-V/def2-TZVPD" smiles="CN1[C@@H]2C=NN=C[C@H]21" orbital_gap_ev=9.7 multiplicity=1
C 1.87154 0.32923 -0.97523
C -0.22287 0.65599 0.26270
C -1.23815 0.87517 1.23213
C -0.97157 -1.22506 -0.21462
C 0.13835 -0.73890 0.57067
H 1.89282 1.37860 -1.38493
H 1.43553 -0.27925 -1.80317
H 2.96838 -0.00345 -0.83079
H -0.60408 0.81650 -0.70781
H -1.27220 1.62111 2.02626
H -0.85894 -1.91636 -1.04181
H 0.10286 -1.11134 1.59841
N 1.20992 0.22342 0.34239
N -2.30096 0.14563 1.02787
N -2.15063 -0.77127 -0.10209


model 1 is favored, and the nearest alternative lies 11.0 kcal/mol above it.


Model 1:
15
Properties=species:S:1:pos:R:3 method="wB97M-V/def2-TZVPD" smiles="NC1[C@H]2C=NN=C[C@H]12" orbital_gap_ev=9.5 multiplicity=1
C 1.18424 -0.39600 0.29793
C -0.06848 -0.73955 -0.40464
C -1.40266 -1.25409 -0.10438
C -0.89300 1.34490 0.17778
C -0.01439 0.31856 0.77282
H 1.93713 0.37789 -1.43784
H 2.65006 0.88411 -0.03794
H 1.45344 -1.16538 1.02859
H -0.10476 -0.08188 -1.29465
H -1.58260 -2.23525 0.29811
H -0.65740 2.41113 0.04045
H -0.39597 -0.09418 1.76206
N 2.22178 0.11918 -0.49446
N -2.33277 -0.43814 -0.20959
N -1.99461 0.94869 -0.39424


Model 2:
15
Properties=species:S:1:pos:R:3 method="wB97M-V/def2-TZVPD" smiles=Cn1nc2c(n1)CC2 orbital_gap_ev=10.4 multiplicity=1
C 0.78021 -2.19751 -1.58534
C -0.62904 0.61367 -0.19724
C -1.08724 1.85735 0.69567
C 0.01107 1.32335 1.76917
C 0.31258 0.20362 0.70458
H 1.84447 -2.46696 -1.64543
H 0.04338 -2.97353 -1.24169
H 0.49412 -2.08969 -2.72048
H -2.07845 2.01298 1.17168
H -0.77537 2.87037 0.27858
H 0.96453 1.91483 2.05946
H -0.68310 0.90965 2.62463
N 0.46397 -0.97573 -0.91814
N -0.62814 -0.26195 -1.24427
N 0.96700 -0.74044 0.24881


model 2 is favored, and the nearest alternative lies 18.2 kcal/mol above it.


Model 1:
55
Properties=species:S:1:pos:R:3 method="wB97M-V/def2-TZVPD" orbital_gap_ev=5.8 multiplicity=1 charge=+1
C 3.74321 -0.78782 2.54948
C 2.33306 -1.26674 2.50089
C 1.87160 -1.92975 1.38747
C 0.54615 -2.38738 1.34790
C -0.30478 -2.15457 2.45264
C 0.16413 -1.46762 3.58168
C 1.46559 -1.04119 3.59260
N -1.51376 -2.71839 2.10923
C -1.34726 -3.25049 0.83828
C -2.42035 -3.93667 0.08593
N -0.12969 -3.06933 0.37563
H 3.96761 -0.28277 3.48891
H 4.44331 -1.61715 2.45132
H 3.94654 -0.08282 1.74370
H 2.51845 -2.10593 0.54980
H -0.49478 -1.27981 4.41211
H 1.84871 -0.51910 4.45314
H -2.37114 -2.68402 2.66493
H -2.06347 -4.26276 -0.89036
H -2.76881 -4.81642 0.62556
H -3.26438 -3.26748 -0.07602
C 3.05178 0.56534 -4.02276
N 3.01933 -0.87884 -3.78587
C 1.95247 -1.56437 -3.28980
C 2.28714 -2.92230 -3.13939
C 1.48174 -3.90207 -2.51269
C 1.73965 -5.31221 -2.47138
C 2.31986 -6.03768 -3.53612
C 2.66576 -7.36108 -3.38419
C 2.44549 -8.02637 -2.18055
C 2.91517 -9.43101 -1.99896
C 1.81681 -7.33928 -1.14476
C 1.44986 -6.02369 -1.29054
C 3.67777 -3.04658 -3.53744
C 4.59806 -4.10043 -3.48638
C 5.89459 -3.88187 -3.87842
C 6.30396 -2.61757 -4.30110
C 5.42634 -1.55908 -4.32802
C 4.10276 -1.76846 -3.93986
H 4.03319 0.89075 -4.35825
H 2.32212 0.83931 -4.78142
H 2.80792 1.09704 -3.10561
H 1.00448 -1.10793 -3.06173
H 0.73373 -3.53734 -1.82438
H 2.49913 -5.53721 -4.47271
H 3.11379 -7.90232 -4.20134
H 2.66328 -9.81253 -1.00916
H 2.46816 -10.10053 -2.73424
H 3.99885 -9.49830 -2.10545
H 1.64314 -7.84500 -0.21033
H 0.98633 -5.48519 -0.48211
H 4.29730 -5.06091 -3.11832
H 6.60472 -4.69040 -3.83947
H 7.32949 -2.46868 -4.59129
H 5.74880 -0.57433 -4.61484


Model 2:
55
Properties=species:S:1:pos:R:3 method="wB97M-V/def2-TZVPD" orbital_gap_ev=5.8 multiplicity=1 charge=+1
C -2.10350 2.12986 2.03864
C -1.31485 1.16088 2.81509
N -1.78821 0.52736 3.91586
C -3.13165 0.70150 4.44222
C -0.81870 -0.34212 4.44532
C 0.31655 -0.26344 3.60438
C 1.37031 -1.14218 3.80900
C 1.32912 -2.02148 4.89641
C 0.20793 -2.07209 5.73841
C -0.90200 -1.23984 5.50352
C 0.01113 0.69811 2.54308
C 0.77009 0.99912 1.41896
C 2.16248 0.67047 1.24121
C 3.14024 0.76031 2.27409
C 4.44404 0.31406 2.06337
C 4.81614 -0.19371 0.81244
C 3.88205 -0.23499 -0.23294
C 2.57985 0.19945 -0.02601
H -1.45557 2.47011 1.22585
H -3.00814 1.69180 1.58669
H -2.39876 3.01474 2.62474
H -3.24087 0.04063 5.30246
H -3.30964 1.73705 4.76101
H -3.89631 0.44567 3.69548
H 2.21197 -1.13081 3.12201
H 2.18689 -2.66855 5.07494
H 0.20726 -2.76880 6.57502
H -1.80084 -1.26855 6.11482
H 0.24575 1.46685 0.57813
H 2.84285 1.13157 3.25831
H 5.16425 0.34317 2.88375
H 5.83199 -0.54938 0.64888
H 4.16510 -0.60327 -1.21797
H 1.81515 0.14563 -0.80607
C -0.09890 2.09013 -5.70772
C -0.55757 0.84176 -5.00837
C -0.28672 0.74219 -3.63856
C -0.68062 -0.39215 -2.93449
C -1.36529 -1.42398 -3.63320
C -1.64308 -1.34499 -4.98727
C -1.23061 -0.19234 -5.68683
C -1.51191 -0.07356 -7.15647
N -1.61793 -2.39199 -2.66272
C -1.10788 -1.95409 -1.46910
N -0.52922 -0.75840 -1.60714
H -0.34038 2.10908 -6.77449
H -0.54362 2.98092 -5.24322
H 0.98757 2.21547 -5.60326
H 0.22983 1.52941 -3.08858
H -2.16877 -2.16240 -5.49100
H -2.03971 -0.96486 -7.51117
H -2.13656 0.79970 -7.39147
H -0.59137 0.02635 -7.74865
H -2.09753 -3.27176 -2.81919
H -1.20183 -2.55363 -0.56817


model 1 is favored, and the nearest alternative lies 4.3 kcal/mol above it.


Model 1:
21
Properties=species:S:1:pos:R:3 method="wB97M-V/def2-TZVPD" orbital_gap_ev="4.0 / 7.0" multiplicity=3 charge=+1
C 0.27915 -1.96604 0.11468
C 1.08874 0.57952 -1.24348
C 1.37701 0.91634 1.07577
C -1.78474 -0.46186 0.06879
N -2.01182 1.02019 0.23116
N -0.32202 -0.59996 0.45703
N 0.38523 0.54973 0.07894
H 0.87453 -2.14488 1.09130
H -0.38281 -2.57527 -0.45327
H 0.95478 -1.79757 -0.74159
H 0.51029 0.16547 -2.01506
H 1.24366 1.57534 -1.56897
H 2.14519 0.15451 -1.13297
H 2.23295 0.34911 0.94219
H 1.49589 1.97500 0.95142
H 0.90640 0.95644 2.08638
H -2.07852 -0.79269 -0.89476
H -2.30610 -0.96023 0.83010
H -2.42183 1.53537 -0.48108
H -2.54328 1.30080 1.10693
H -0.49441 1.23297 0.13692


Model 2:
21
Properties=species:S:1:pos:R:3 method="wB97M-V/def2-TZVPD" orbital_gap_ev="6.6 / 9.0" multiplicity=3 charge=+1
C -2.38930 0.61360 -0.28499
C 2.19263 0.66717 0.34123
C 1.67748 -1.65619 -0.53800
C -0.85580 -1.17205 -0.44590
N 0.99243 1.42712 0.64534
N 0.38975 -1.69054 0.01924
N -1.36472 -0.10374 0.42810
H -3.02898 -0.14700 -0.60051
H -2.88272 1.37706 0.25536
H -2.00289 1.09374 -1.20662
H 2.94757 1.10226 -0.24140
H 2.61137 0.27556 1.30383
H 1.67660 -1.80046 -1.69313
H 2.45016 -2.10026 -0.08021
H -1.60145 -1.95367 -0.41074
H -0.71089 -0.71520 -1.48404
H 0.70855 2.16830 -0.00316
H 1.07169 1.92003 1.53494
H 0.56276 -1.56197 1.04836
H -1.82478 -0.43676 1.24563
H 0.09181 0.85366 0.66756


model 2 is favored, and the nearest alternative lies 92.2 kcal/mol above it.


Model 1:
20
Properties=species:S:1:pos:R:3 method="wB97M-V/def2-TZVPD" smiles="CC/C(C)=C(/C)P" orbital_gap_ev=9.1 multiplicity=1
C 1.10335 -0.16490 0.00236
C -0.16798 0.33801 0.11127
C 2.33061 0.76093 0.53967
C -0.61520 1.68427 0.79414
C -2.00132 -1.16977 0.02598
C -1.24786 -0.22222 -0.83434
P 1.50008 -1.82997 -0.47020
H 0.47255 -2.44574 -1.43598
H 3.19212 0.59785 -0.06234
H 2.63935 0.67764 1.56361
H 1.73871 1.68243 0.47652
H -0.92300 1.48344 1.83016
H -1.56109 2.21507 0.22946
H 0.05971 2.55152 0.75343
H -1.74802 -0.93374 1.13396
H -1.81658 -2.21741 -0.31321
H -3.13040 -1.13271 -0.11628
H -1.80153 0.51185 -1.35536
H -0.60880 -0.81461 -1.51002
H 2.58530 -1.57194 -1.36283


Model 2:
20
Properties=species:S:1:pos:R:3 method="wB97M-V/def2-TZVPD" orbital_gap_ev=9.3 multiplicity=1
C 0.88550 0.82958 -0.06541
C 0.45028 2.20476 0.23089
C -1.89623 0.28571 -0.75926
C -0.98599 -0.85539 1.30968
C 2.26578 -1.53652 -0.63396
C -0.76913 -0.47453 -0.12619
P 2.43293 0.29280 -0.30942
H 1.30813 2.85416 0.40177
H -0.18218 2.22345 1.11844
H -0.12829 2.61052 -0.60089
H -1.63855 0.62393 -1.76107
H -2.17854 1.14783 -0.15495
H -2.77164 -0.36780 -0.83342
H -1.71960 -1.66500 1.37714
H -1.36964 -0.00880 1.88087
H -0.06184 -1.19373 1.77851
H 1.77804 -1.70751 -1.59128
H 3.26657 -1.96600 -0.67427
H 1.70417 -2.02256 0.15934
H -0.38974 -1.27490 -0.74652


model 2 is favored, and the nearest alternative lies 13.7 kcal/mol above it.


Model 1:
12
Properties=species:S:1:pos:R:3 method="wB97M-V/def2-TZVPD" smiles="N/C([O-])=C/CN=O" orbital_gap_ev=6.7 multiplicity=1 charge=-1
C 0.22081 -1.17996 0.14421
C 0.07943 1.33725 0.49017
C -0.18544 0.07792 -0.45836
N -0.49035 2.81215 0.79341
N 0.25618 -2.21758 -0.90016
O -1.17575 3.31784 -0.06467
O 0.66912 -1.40059 1.33449
H -0.24299 0.98526 1.44354
H 1.17589 1.32341 0.73004
H -0.05414 0.27849 -1.55337
H -0.59464 -2.15989 -1.41515
H 0.34190 -3.17431 -0.54416


Model 2:
12
Properties=species:S:1:pos:R:3 method="wB97M-V/def2-TZVPD" orbital_gap_ev="6.4 / 6.4" multiplicity=1 charge=-1
C 0.23809 -0.65024 0.11109
C -0.92772 0.30529 0.15900
C 1.33910 1.38222 -0.01259
N 1.42828 0.07745 -0.16798
N -0.74306 1.42571 0.97310
O 2.43224 -0.40040 -0.98594
O 0.51571 2.00068 0.77672
H 0.28906 -1.08194 1.11988
H 0.39876 -1.47028 -0.73316
H -1.36626 0.47783 -0.90000
H -1.90513 -0.18608 0.55696
H 1.87874 2.12617 -0.54604


model 1 is favored, and the nearest alternative lies 47.3 kcal/mol above it.


Model 1:
21
Properties=species:S:1:pos:R:3 method="wB97M-V/def2-TZVPD" orbital_gap_ev="12.5 / 7.1" multiplicity=2 charge=+1
C -0.26681 -0.03029 -1.63377
C -0.77537 1.18575 -2.44839
C -1.14391 -0.26600 -0.44288
N -0.68146 -1.03723 0.68173
C 0.67860 -0.96606 1.09628
C 1.11868 0.48369 1.53228
C 2.64248 0.49321 1.68259
O -2.34105 -0.11322 -0.45911
H -0.46285 -0.90589 -2.25549
H 0.79884 -0.03540 -1.42661
H -1.57177 1.70625 -1.92213
H -1.19163 0.80918 -3.38192
H 0.00755 1.90576 -2.68005
H -1.39239 -1.08609 1.41801
H 1.32227 -1.32182 0.28502
H 0.81188 -1.63828 1.93996
H 0.66723 0.58675 2.51133
H 0.72548 1.21467 0.83180
H 3.07727 -0.08144 0.86452
H 3.09065 1.48538 1.66933
H 2.90279 -0.01755 2.60989


Model 2:
21
Properties=species:S:1:pos:R:3 method="wB97M-V/def2-TZVPD" orbital_gap_ev="9.3 / 4.9" multiplicity=2 charge=+1
C -2.05586 0.38314 -0.69911
C -1.29425 0.89504 0.55480
C 0.11619 0.44541 0.48928
C 1.10693 1.37947 0.41970
C 2.52424 1.05086 0.41204
C 3.03424 0.29589 -0.57750
N -1.79191 -1.02200 -0.99286
H -1.79374 1.06393 -1.55260
H -3.15166 0.43383 -0.70761
H -1.81384 0.67222 1.47222
H -1.34846 1.98330 0.41553
H 0.34734 -0.59315 0.72129
H 0.92051 2.47832 0.35774
H 3.09607 1.47040 1.20509
H 2.50010 -0.20823 -1.38921
H 4.08108 0.03222 -0.58074
H -1.31987 -1.20164 -1.86429
H -2.55415 -1.65020 -0.80663
H -0.59339 -2.90228 1.71489
H -0.10277 -2.19988 0.34263
O 0.09321 -2.80666 1.06536


Model 3:
21
Properties=species:S:1:pos:R:3 method="wB97M-V/def2-TZVPD" orbital_gap_ev="10.7 / 6.0" multiplicity=2 charge=+1
O 1.98397 0.86575 3.24554
C 2.13307 1.04771 2.10160
C 0.91223 1.27798 1.11365
C 0.34378 -0.09948 0.75861
C -0.83947 -0.11571 -0.25653
C -0.77905 -1.39407 -1.11016
C -2.12020 -1.69165 -1.80043
N 1.41388 2.16833 0.13262
H 3.14825 1.17423 1.69005
H 0.17570 1.80967 1.72918
H 1.05598 -0.79154 0.30246
H 0.04611 -0.50582 1.73026
H -1.82893 -0.04353 0.19227
H -0.69407 0.80199 -0.84059
H -0.48867 -2.20671 -0.44553
H 0.02755 -1.26915 -1.83527
H -1.95836 -1.81904 -2.86744
H -2.90137 -0.96457 -1.59046
H -2.54681 -2.63706 -1.45876
H 2.24083 1.83053 -0.34430
H 0.67561 2.56216 -0.44675


Model 4:
21
Properties=species:S:1:pos:R:3 method="wB97M-V/def2-TZVPD" orbital_gap_ev="10.7 / 7.2" multiplicity=2 charge=+1
C -0.87140 1.59909 -0.57902
N 1.54309 0.32672 -1.03157
C 0.49656 -0.45881 -0.58378
C -0.74136 0.10312 -0.38540
C -1.91420 -0.63306 0.00855
C -2.32145 -0.80307 1.28936
C 0.70299 -1.90477 -0.51971
H -0.66303 2.19161 0.31433
H -0.34964 2.16345 -1.35179
H -1.95003 1.77571 -0.61323
H 1.38715 1.03387 -1.73264
H 2.41472 -0.17128 -0.91867
H -2.42342 -1.16835 -0.78429
H -3.08016 -1.55520 1.46271
H -1.81723 -0.21620 2.04470
H -0.22696 -2.47423 -0.57458
H 1.27863 -2.31811 -1.35581
H 1.25995 -2.33647 0.32543
H 2.13375 1.44483 0.95699
H 2.76268 1.38696 2.33078
O 2.37937 2.01420 1.69765


model 1 is favored, and the nearest alternative lies 4.5 kcal/mol above it.